DFT (ωB97M-V/def2-TZVPD) results for a single C5H6F2 molecule in a non-equilibrium geometry.

```
! wB97M-V def2-TZVPD RIJCOSX def2/J DEFGRID3
* xyz 0 3
C -1.028 1.015 -0.096
C -0.245 -0.087 0.660
C -0.844 1.559 -1.352
C -0.553 -0.563 1.916
C 0.934 -0.682 -0.094
F -1.732 2.301 -1.944
F 0.121 -1.650 2.348
H -1.979 1.103 0.303
H -0.014 1.294 -2.052
H -1.460 -0.414 2.596
H 1.079 -0.237 -1.064
H 0.657 -1.719 -0.123
H 1.824 -0.692 0.548
*
```

The value obtained for the maximum force is 9.63 eV/Å. The HOMO energy (spin up / spin down) is -5.4 / -9.9 eV. The value obtained for the energy above the lowest of the compared OMol25 structures with the same formula, charge and spin is 0.0 kJ/mol.